(P)
C4H4FN in the gas phase. Source: the Open Molecules 2025 dataset; level of theory: wB97M-V/def2-TZVPD.

Each line ends with the Löwdin charge.
Positions of all 10 atoms, in Å:
C  0.792  -1.405  0.733  -0.303
C  -0.744  0.039  -0.607  -0.181
C  -0.246  -0.489  0.717  -0.106
C  0.263  1.129  -0.515  -0.066
N  1.618  -2.207  0.703  0.135
F  -0.047  2.283  0.074  0.046
H  -0.551  -0.639  -1.434  0.120
H  -1.776  0.372  -0.599  0.117
H  -0.620  -0.069  1.632  0.109
H  1.311  0.986  -0.705  0.128

HOMO energy (spin up / spin down) (eV): -8.64 / -8.64
HOMO-LUMO gap (spin up / spin down) (eV): 8.44 / 8.44


(Q)
A 2-piece molecular cluster, C4H4FN overall. Source: the Open Molecules 2025 dataset; level of theory: wB97M-V/def2-TZVPD.

Each line ends with the Löwdin charge.
Positions of all 10 atoms, in Å:
C  -2.280  -0.060  0.397  -0.200
C  0.114  -0.685  -0.260  -0.100
C  -0.942  -0.133  0.231  0.055
C  1.470  -0.023  -0.325  -0.083
N  -3.388  0.066  0.663  0.231
F  -0.610  2.058  0.381  -0.368
H  0.148  -1.819  -0.369  0.166
H  2.197  -0.315  -1.073  0.064
H  1.971  -0.219  0.732  0.134
H  1.321  1.130  -0.378  0.101

HOMO energy (spin up / spin down) (eV): -11.29 / -11.30
HOMO-LUMO gap (spin up / spin down) (eV): 8.88 / 8.88


The relative energies come out as (P) 0.000; (Q) 1.997, with values in eV.


(P)
A 2-piece molecular cluster, C3H9NO overall. Source: the Open Molecules 2025 dataset; level of theory: wB97M-V/def2-TZVPD.

Each line ends with the Löwdin charge.
Positions of all 14 atoms, in Å:
C  1.899  -2.813  -0.639  -0.173
C  2.725  -2.462  -1.873  -0.175
H  2.204  -3.641  -0.019  0.057
H  0.904  -3.086  -0.996  0.056
H  1.626  -1.918  -0.075  0.060
H  2.522  -1.446  -2.194  0.057
H  3.812  -2.509  -1.757  0.060
H  2.470  -3.125  -2.701  0.058
C  -2.596  3.179  2.051  -0.424
N  -3.349  4.023  1.267  0.093
O  -2.669  3.142  3.254  0.016
H  -1.807  2.608  1.540  0.122
H  -3.605  3.640  0.358  0.093
H  -4.136  4.409  1.782  0.101

HOMO energy (eV): -10.18
HOMO-LUMO gap (eV): 11.09
SMILES string: NC=O.CC


(Q)
A 2-piece molecular cluster, C3H9NO overall. Source: the Open Molecules 2025 dataset; level of theory: wB97M-V/def2-TZVPD.

Each line ends with the Löwdin charge.
Positions of all 14 atoms, in Å:
C  2.609  0.868  0.531  -0.203
N  2.173  0.084  -0.607  -0.082
H  2.545  1.921  0.276  0.058
H  1.904  0.692  1.337  0.067
H  3.630  0.651  0.853  0.063
H  1.773  -0.796  -0.311  0.050
H  2.851  -0.204  -1.300  0.052
C  -2.110  0.487  -0.015  0.009
C  -2.723  -0.677  0.123  -0.286
O  -2.402  -1.711  -0.727  -0.030
H  -2.183  1.239  0.744  0.045
H  -1.394  0.563  -0.824  0.063
H  -3.487  -0.888  0.856  0.102
H  -3.187  -2.228  -0.938  0.092

HOMO energy (eV): -9.01
HOMO-LUMO gap (eV): 9.94
SMILES string: C=CO.CN


(R)
A 2-piece molecular cluster, C3H9NO overall. Source: the Open Molecules 2025 dataset; level of theory: wB97M-V/def2-TZVPD.

Each line ends with the Löwdin charge.
Positions of all 14 atoms, in Å:
C  1.242  -0.386  -1.238  -0.045
C  0.247  -0.824  -0.421  -0.283
N  -1.079  -0.559  -0.345  -0.082
C  -1.704  -0.564  0.996  -0.081
H  1.054  0.290  -2.057  0.053
H  2.233  -0.628  -0.892  0.054
H  0.630  -1.576  0.266  0.118
H  -1.508  0.115  -0.947  0.117
H  -2.441  0.253  1.006  0.079
H  -2.414  -1.393  1.066  0.074
H  -0.933  -0.430  1.743  0.081
H  1.535  2.644  0.059  0.042
H  1.377  1.162  0.114  -0.029
O  1.759  1.895  0.650  -0.101

HOMO energy (eV): -8.30
HOMO-LUMO gap (eV): 9.27
SMILES string: C=CNC.O


(S)
C3H9NO as an isolated structure. Source: the Open Molecules 2025 dataset; level of theory: wB97M-V/def2-TZVPD.

Each line ends with the Löwdin charge.
Positions of all 14 atoms, in Å:
C  1.979  -1.688  0.147  -0.195
N  1.389  -0.398  -0.222  -0.089
C  -0.409  -0.322  -0.081  -0.149
C  -0.731  1.140  -0.202  -0.201
O  -2.146  1.301  0.306  -0.107
H  1.729  -2.491  -0.521  0.063
H  1.770  -1.772  1.231  0.072
H  3.046  -1.551  0.095  0.065
H  0.448  -0.499  -0.884  0.021
H  -1.058  -0.861  -0.632  0.084
H  -0.418  -0.664  0.971  0.132
H  -0.126  1.778  0.433  0.114
H  -0.615  1.424  -1.234  0.111
H  -2.361  2.239  0.459  0.078

HOMO energy (eV): -8.64
HOMO-LUMO gap (eV): 9.56


The relative energies come out as (P) 0.000; (Q) 1.289; (R) 1.193; (S) 4.873, with values in eV.


(P)
A 2-piece molecular cluster, C9H14 overall. Source: the Open Molecules 2025 dataset; level of theory: wB97M-V/def2-TZVPD.

Each line ends with the Löwdin spin population.
Positions of all 23 atoms, in Å:
C  -1.814  -0.472  -2.055  0.006
C  -1.122  -1.678  -2.683  0.007
H  -2.249  -0.772  -1.101  0.002
H  -1.207  0.393  -1.795  0.001
H  -2.681  -0.206  -2.709  0.000
H  -1.537  -2.620  -2.336  0.001
H  -0.111  -1.672  -2.257  0.003
H  -1.007  -1.618  -3.760  0.000
C  0.309  2.465  0.301  0.031
C  1.345  0.241  0.229  0.086
C  0.581  1.174  0.971  0.095
C  1.728  -0.957  0.826  0.234
C  0.224  0.914  2.305  0.244
C  1.294  -1.190  2.166  0.084
C  0.588  -0.301  2.915  0.101
H  1.644  0.546  -0.767  0.005
H  2.149  -1.765  0.217  0.032
H  0.416  3.450  0.729  0.007
H  -0.808  2.626  0.267  0.015
H  -0.492  1.558  2.810  0.038
H  1.666  -2.178  2.486  0.001
H  0.388  -0.444  3.968  0.004
H  0.696  2.504  -0.728  0.002

Multiplicity: 2
HOMO energy (spin up / spin down) (eV): 1.03 / -3.38
<S²>: 0.759
HOMO-LUMO gap (spin up / spin down) (eV): 2.84 / 7.15
Total charge: -1


(Q)
A 2-piece molecular cluster, C9H14 overall. Source: the Open Molecules 2025 dataset; level of theory: wB97M-V/def2-TZVPD.

Each line ends with the Löwdin spin population.
Positions of all 23 atoms, in Å:
C  3.560  -2.506  0.855  0.000
C  3.234  -1.811  2.180  0.001
H  3.623  -3.697  0.883  0.000
H  3.008  -2.066  0.040  0.000
H  4.591  -2.326  0.649  0.000
H  2.184  -1.354  2.030  0.000
H  2.941  -2.631  2.997  0.000
H  3.953  -1.220  2.480  0.000
C  0.577  -0.589  -1.268  0.018
C  -1.596  1.668  0.893  0.146
C  -0.387  1.339  0.178  0.264
C  -2.738  1.586  0.173  0.090
C  -0.474  0.373  -0.849  0.087
C  -2.724  1.070  -1.151  0.200
C  -1.654  0.365  -1.654  0.097
H  -1.338  2.165  1.822  0.010
H  0.494  1.586  0.667  0.034
H  -3.586  2.120  0.658  0.010
H  -3.572  1.311  -1.728  0.025
H  1.456  -0.423  -0.646  0.002
H  1.013  -0.422  -2.204  0.003
H  -1.752  -0.396  -2.369  0.009
H  0.202  -1.616  -1.418  0.006

Multiplicity: 2
HOMO energy (spin up / spin down) (eV): 0.89 / -3.23
<S²>: 0.759
HOMO-LUMO gap (spin up / spin down) (eV): 2.53 / 6.64
Total charge: -1


The relative energies come out as (P) 0.000; (Q) 1.520, with values in eV.